[1]
118
Properties=species:S:1:pos:R:3:forces:R:3 method="wB97M-V/def2-TZVPD" smiles="COC[C@H](C)N.COC[C@H](C)N.COC[C@H](C)N.COC[C@H](C)N.CCOC(=O)OC.CCOC(=O)OC.CCOC(=O)OC.ClCCl" lumo_energy_ev=0.5 gap_ev=9.6
C -18.72622 -17.46779 -11.38847 -0.03 -0.71 -0.61
O -18.62461 -16.22647 -10.76735 0.46 0.20 0.00
C -19.63963 -16.09335 -9.81877 -1.15 0.22 0.03
C -19.57248 -14.74732 -9.13464 0.96 0.23 0.45
C -18.19724 -14.52236 -8.51612 0.31 0.41 -0.11
N -20.58534 -14.67893 -8.06992 -0.20 0.06 -0.48
H -19.63302 -17.52796 -12.00894 -0.11 -0.08 0.23
H -18.72784 -18.27393 -10.64521 -0.15 -0.06 -0.04
H -17.89962 -17.67034 -12.07207 0.19 0.40 0.18
H -20.62606 -16.15087 -10.31918 0.10 -0.10 -0.04
H -19.63384 -16.91840 -9.09182 0.26 0.10 0.12
H -19.65436 -13.96116 -9.89713 -0.48 -0.18 -0.05
H -17.99258 -15.22702 -7.71029 -0.01 -0.03 0.00
H -18.10905 -13.49953 -8.12993 -0.21 -0.13 0.21
H -17.41378 -14.57851 -9.27563 -0.09 -0.28 0.00
H -20.70922 -13.69876 -7.83018 0.03 -0.12 0.06
H -21.49329 -14.94009 -8.45486 0.13 0.03 0.03
C -15.80483 -19.86379 -14.12166 0.25 0.12 -0.07
O -17.08918 -19.29718 -14.20379 -0.19 -0.56 -0.31
C -17.08584 -18.11633 -14.96118 0.37 0.21 0.01
C -18.49416 -17.73346 -15.30802 -1.84 -0.12 -0.19
C -19.20640 -18.74107 -16.21202 0.75 -0.84 -0.13
N -18.54922 -16.39455 -15.92095 0.15 0.09 0.66
H -15.26424 -19.85684 -15.07955 -0.24 0.17 -0.05
H -15.90687 -20.91175 -13.85234 0.00 0.07 0.41
H -15.20424 -19.28499 -13.40922 0.12 -0.33 0.11
H -16.59379 -17.33000 -14.36791 -0.05 0.19 -0.20
H -16.50697 -18.27296 -15.88242 -0.03 0.16 -0.02
H -19.12749 -17.78062 -14.40357 0.50 0.27 0.22
H -18.61070 -19.02163 -17.08812 -0.07 0.35 -0.09
H -20.18788 -18.40050 -16.53812 0.01 0.19 0.02
H -19.34950 -19.68439 -15.67614 -0.05 0.16 0.09
H -18.47979 -15.73013 -15.14872 0.32 0.06 -0.26
H -19.50263 -16.23574 -16.23611 0.10 -0.15 -0.25
C -15.38965 -14.07031 -15.03754 0.42 -0.96 -0.88
O -16.25966 -13.32672 -14.25099 -0.56 0.10 0.20
C -15.65262 -12.18216 -13.69731 -0.26 0.78 0.06
C -14.86136 -12.47676 -12.43052 0.06 0.78 0.11
C -15.79336 -12.61134 -11.22265 -0.09 -0.79 -0.32
N -13.84586 -11.41064 -12.25287 -0.41 0.06 0.73
H -14.50011 -14.42176 -14.50347 0.04 0.24 0.06
H -15.08308 -13.53621 -15.94737 0.13 0.23 0.20
H -15.89261 -14.97011 -15.40306 -0.25 0.11 0.22
H -15.05151 -11.64188 -14.44176 0.25 -0.33 0.02
H -16.46002 -11.47928 -13.45718 -0.04 -0.19 0.12
H -14.34321 -13.42668 -12.58587 0.08 0.03 0.13
H -16.28666 -11.68650 -10.91508 0.12 0.15 -0.29
H -15.25409 -13.00450 -10.35751 0.01 0.00 -0.01
H -16.56773 -13.33895 -11.49580 -0.03 0.06 0.28
H -14.31495 -10.50056 -12.34474 0.07 -0.43 -0.41
H -13.62843 -11.42737 -11.25335 0.38 -0.07 -0.27
C -19.51735 -8.89557 -15.29699 0.30 -0.34 -0.20
O -18.74464 -8.45164 -14.21722 -0.40 0.38 0.41
C -17.38414 -8.73938 -14.32460 0.56 -0.07 -0.57
C -16.65976 -8.29013 -13.07101 -0.04 0.06 0.75
C -16.85949 -6.79553 -12.84920 -0.01 0.55 0.03
N -15.24770 -8.65677 -13.19823 -0.43 -0.27 -0.41
H -19.09519 -8.54807 -16.24958 -0.10 0.02 0.00
H -20.52877 -8.51563 -15.18559 -0.01 0.07 0.06
H -19.54983 -9.99603 -15.32101 -0.03 0.12 0.00
H -17.22650 -9.80458 -14.55283 0.03 0.06 0.28
H -16.91757 -8.18332 -15.16581 -0.27 -0.06 -0.02
H -17.06065 -8.82953 -12.20444 -0.06 -0.08 -0.13
H -17.90550 -6.48542 -12.86278 -0.03 -0.19 -0.19
H -16.31954 -6.24353 -13.62826 -0.16 -0.01 -0.03
H -16.46830 -6.42955 -11.89572 0.17 -0.35 0.02
H -14.71615 -8.38798 -12.38165 0.01 0.30 -0.07
H -14.88127 -8.18885 -14.02138 0.35 0.00 0.22
C -21.41036 -9.92123 -5.93031 0.04 -0.17 0.30
C -21.49890 -10.94038 -7.03524 0.56 -0.11 -0.22
O -22.11097 -10.31498 -8.18000 -0.34 0.25 0.16
C -22.35568 -11.07724 -9.24360 0.19 0.55 0.18
O -22.27767 -12.26604 -9.26791 0.05 -1.02 -0.17
O -22.67705 -10.27726 -10.26249 0.15 0.40 0.16
C -22.97466 -10.87009 -11.51298 -1.12 -0.73 -0.44
H -20.73045 -10.32304 -5.17470 0.03 0.14 -0.01
H -22.37346 -9.78397 -5.44020 -0.06 0.14 -0.13
H -21.03854 -8.95916 -6.27748 0.01 0.00 -0.06
H -22.01899 -11.82891 -6.67252 -0.32 0.07 -0.41
H -20.50194 -11.26538 -7.35693 -0.05 0.05 0.10
H -23.79578 -10.30783 -11.95705 0.26 0.35 0.03
H -23.38088 -11.87668 -11.39987 0.33 -0.08 0.23
H -22.13367 -10.91101 -12.19967 0.28 0.19 0.26
C -17.85455 -12.62014 -17.60728 0.06 0.24 -0.36
C -19.25461 -12.03945 -17.56773 0.82 0.99 -0.05
O -20.14661 -12.82928 -16.80564 -0.44 0.44 0.63
C -20.73085 -13.85975 -17.39103 -0.40 -0.24 0.62
O -20.45135 -14.34990 -18.43554 0.39 -0.29 -1.24
O -21.69567 -14.28658 -16.57758 -0.26 -0.11 0.51
C -22.35881 -15.48800 -16.94558 -0.34 -0.55 -0.74
H -17.77630 -13.33824 -18.42050 0.20 -0.22 0.22
H -17.57600 -13.04811 -16.64565 -0.21 -0.29 0.01
H -17.12610 -11.81915 -17.76176 -0.11 0.02 -0.26
H -19.66971 -11.79640 -18.54630 0.01 -0.49 -0.15
H -19.20632 -11.07077 -17.06256 -0.20 -0.26 0.22
H -22.86913 -15.89734 -16.07844 0.16 0.27 0.21
H -21.68480 -16.24431 -17.35646 0.21 0.22 0.18
H -23.10609 -15.31689 -17.72763 0.10 0.25 0.12
C -17.25370 -6.70976 -5.01947 -0.20 -0.83 1.35
C -18.53801 -6.75820 -5.82070 0.31 0.93 -0.03
O -18.27230 -7.52072 -6.99466 0.44 -0.59 -0.17
C -19.17090 -7.55048 -7.97560 -0.08 0.71 0.20
O -20.09901 -6.79724 -8.08564 -0.37 -0.03 0.02
O -18.82875 -8.51259 -8.81718 0.47 -0.87 -0.01
C -19.71638 -8.79177 -9.87942 -1.94 0.81 -0.56
H -16.56773 -5.89099 -5.20835 -0.05 -0.01 -0.51
H -16.74314 -7.67408 -5.06520 0.16 0.13 -0.36
H -17.49870 -6.64723 -3.94979 -0.14 0.27 -0.18
H -18.82667 -5.73424 -6.06904 -0.25 -0.18 -0.24
H -19.35588 -7.21964 -5.27024 0.01 -0.11 0.03
H -20.76102 -8.58310 -9.61912 0.27 -0.06 0.48
H -19.72085 -9.82816 -10.19969 0.79 -0.11 0.23
H -19.57795 -8.11789 -10.71798 0.65 -0.05 -0.28
Cl -19.41853 -12.15861 -12.00672 -0.10 0.22 0.16
C -19.67070 -12.73999 -13.64430 0.69 -0.64 -0.36
Cl -20.18912 -14.43867 -13.68419 -0.39 0.09 0.28
H -20.36871 -12.11288 -14.17972 -0.20 -0.05 0.05
H -18.70325 -12.79028 -14.13312 0.06 0.41 -0.03

[2]
50
Properties=species:S:1:pos:R:3:forces:R:3 method="wB97M-V/def2-TZVPD" total_charge=-2 de_lowest_kcal_mol=0.0 lumo_energy_ev=3.4 gap_ev=4.8
Zn 0.51201 -0.30594 0.12130 0.24 0.15 0.07
Se 3.02807 -0.36065 -0.01286 -0.05 0.00 0.01
Se 3.35382 1.25681 1.64593 0.02 -0.03 0.00
Te 2.24763 0.09471 3.59827 0.02 0.00 -0.03
Se -0.02253 -0.18575 2.59251 -0.06 0.02 0.05
C -3.18047 -1.74719 0.78704 0.00 -0.01 0.00
C -3.02726 -0.31541 0.35847 -0.05 0.08 0.03
C -4.09961 0.56395 0.33237 0.01 -0.03 0.03
C -3.84056 1.88616 -0.03987 -0.03 0.01 0.00
C -2.57551 2.28550 -0.38544 0.00 0.00 -0.06
C -1.52290 1.32776 -0.39158 -0.02 0.04 0.05
N -1.80285 0.05670 -0.00048 -0.16 -0.12 -0.01
N -0.24268 1.51979 -0.71615 0.07 -0.25 -0.11
Si 0.44533 2.98079 -1.29800 0.04 0.12 0.03
C -0.48110 3.71398 -2.78027 0.06 0.02 0.05
C 0.49391 4.29746 0.05444 -0.01 -0.07 -0.04
C 2.19386 2.70539 -1.90117 -0.05 -0.03 0.04
H -3.37298 -2.38488 -0.07925 0.00 -0.01 0.00
H -4.01073 -1.86270 1.48461 -0.01 0.00 0.00
H -2.25849 -2.09001 1.25687 0.00 0.00 0.01
H -5.08760 0.23891 0.62994 -0.01 0.00 0.00
H -4.64649 2.61304 -0.04072 -0.01 0.00 0.00
H -2.37302 3.31413 -0.64582 0.00 0.02 -0.01
H -1.56096 3.76388 -2.64680 -0.02 0.01 -0.01
H -0.29599 3.11446 -3.67354 0.00 -0.02 0.00
H -0.11119 4.72628 -2.97215 0.02 0.02 0.01
H -0.50824 4.55948 0.40182 -0.02 0.00 0.01
H 0.98738 5.21184 -0.28758 0.01 0.01 -0.02
H 1.04926 3.89970 0.90677 0.01 -0.01 0.02
H 2.24578 1.84548 -2.57117 -0.01 0.00 -0.02
H 2.87741 2.50248 -1.07717 0.00 0.01 0.00
H 2.53700 3.59257 -2.44223 0.01 0.04 -0.01
O -0.12255 -4.22036 -1.42866 -0.04 -0.04 0.06
C -0.33373 -3.00783 -1.44598 -0.08 0.11 -0.19
O 0.33047 -2.08150 -0.91701 0.19 0.04 0.03
C -1.56506 -2.55179 -2.24894 -0.06 -0.03 0.05
C -2.54948 -3.48666 -2.53659 0.05 0.06 -0.01
C -3.69807 -3.08392 -3.19774 0.09 0.03 -0.10
C -3.89450 -1.78269 -3.62039 0.06 -0.03 -0.03
C -2.87799 -0.88730 -3.35268 0.07 -0.08 -0.05
C -1.72522 -1.23331 -2.66272 -0.05 -0.01 0.01
N -3.04213 0.49206 -3.84063 -0.19 0.18 0.23
O -2.20511 1.30814 -3.52874 -0.04 -0.15 -0.17
O -4.03213 0.73813 -4.51540 0.10 -0.01 -0.03
N -4.75196 -4.06642 -3.47612 -0.33 -0.04 0.38
O -5.77729 -3.67048 -4.00968 0.20 -0.12 -0.07
O -4.57496 -5.21543 -3.11337 0.01 0.14 -0.21
H -2.39458 -4.50851 -2.22355 -0.02 -0.02 -0.01
H -4.78608 -1.48060 -4.14412 0.01 -0.01 0.01
H -0.96633 -0.49333 -2.44407 0.01 0.02 0.01

[3]
32
Properties=species:S:1:pos:R:3:forces:R:3 method="wB97M-V/def2-TZVPD" total_charge=+3 lumo_energy_ev=-13.5 gap_ev=4.3
C -2.41097 -0.19693 -2.26969 1.59 1.15 -0.59
I -3.77781 -1.09416 -1.02070 -1.00 -0.43 0.58
H -1.58206 -0.91449 -2.32592 -0.21 0.48 -0.45
H -2.07727 0.66027 -1.67504 0.16 -0.04 -0.34
H -2.66907 0.21078 -3.27630 -0.40 -0.83 0.87
Zr 0.59623 -0.19257 1.24065 0.94 1.52 -1.86
P 0.06650 -2.23859 -0.41133 1.82 -1.91 -1.08
C -0.96088 -3.37903 -1.42716 -1.51 -0.01 0.12
C 1.63356 -2.69543 -1.29796 0.49 0.60 -0.25
H 1.22784 -2.65909 1.74616 0.14 -0.27 0.09
H 0.71222 -4.13805 0.91230 0.24 -0.04 0.12
H -0.50901 -3.17478 1.75666 0.01 -0.17 0.29
C 0.40671 -3.12256 1.16524 -0.86 0.83 0.29
H 2.52535 -2.45179 -0.71733 -0.13 -0.08 -0.08
H 1.65266 -3.77466 -1.55673 -0.27 0.64 0.37
H -0.44336 -4.34118 -1.61368 0.15 0.69 0.48
H -1.15814 -2.92606 -2.40381 0.07 0.03 0.17
H 1.68504 -2.13202 -2.23600 0.01 -0.08 0.06
H -1.92718 -3.58264 -0.94875 0.22 0.13 -0.15
C -2.48450 2.02921 1.06692 -0.90 1.12 -1.35
O -2.86697 2.77730 0.30167 0.54 -1.33 1.40
Cl 2.83849 -0.19433 0.69778 -1.52 -0.14 0.65
C 0.09506 3.82169 2.48339 0.35 -0.67 0.05
S 0.26624 3.36844 0.71161 -0.23 0.74 0.78
C 1.90742 4.09329 0.50585 0.47 -0.19 -0.14
O 0.35397 1.73829 0.75163 0.74 -1.30 0.98
H -0.14307 4.89199 2.55622 -0.09 -0.24 -0.28
H 1.06301 3.63040 2.97042 -0.30 0.08 -0.20
H -0.66985 3.19773 2.94637 -0.23 0.27 -0.18
H 2.33980 4.36691 1.47336 -0.01 -0.46 -0.16
H 2.52628 3.38352 -0.05927 -0.06 0.36 0.05
H 1.78376 5.03853 -0.04658 -0.26 -0.45 -0.21

[4]
70
Properties=species:S:1:pos:R:3:forces:R:3 method="wB97M-V/def2-TZVPD" total_charge=+1 multiplicity=2 lumo_energy_ev="-6.0 / -9.5" gap_ev="5.9 / 2.4"
Hg 1.74087 -2.19894 1.57068 -0.48 0.31 0.61
N 0.10308 -3.07602 2.81671 -1.28 1.33 2.90
S -0.92051 -4.28975 2.83652 0.41 -9.20 -5.06
O -2.28181 -4.01123 2.49566 0.60 0.84 0.36
O -0.61070 -5.43122 3.66460 -0.81 2.26 0.78
F -0.31373 -5.05378 1.50980 -0.39 1.86 -0.44
S -0.58368 -2.62724 4.36822 0.73 4.45 5.06
O -0.33225 -3.53476 5.45304 -0.47 0.16 -1.78
O -1.85463 -1.91503 4.33795 2.12 -1.33 -1.09
F 0.45622 -1.49030 4.78456 -0.14 -0.12 -1.14
N 0.81196 -1.19344 -0.18870 -4.16 -1.10 -1.68
S 0.99418 0.12671 -0.95847 5.30 7.43 -0.91
O -0.07006 1.09379 -1.10918 -0.25 -2.10 0.39
O 1.99380 0.18257 -1.99542 -1.71 -1.19 0.57
F 1.86555 0.82020 0.22754 -0.11 -0.17 0.01
S -0.74764 -1.46235 -0.86135 -4.23 -5.55 -0.45
O -0.82604 -1.57220 -2.31736 0.72 1.85 2.58
O -1.90955 -0.99262 -0.06969 3.17 -0.51 -1.50
F -0.70689 -3.08038 -0.57506 0.13 1.79 0.80
C -2.51390 2.86389 -2.94845 1.10 0.64 -1.97
O -2.49470 4.27422 -2.83506 -0.78 0.68 1.05
H -2.78486 2.68016 -3.98813 -0.35 -0.69 -0.05
H -1.46393 2.57847 -2.88375 -0.27 -1.03 0.67
H -3.23492 2.35161 -2.31142 0.34 0.39 0.33
H -1.80830 4.60481 -3.41915 -0.04 -0.01 -0.01
C -0.46060 4.62971 0.52655 1.27 -0.23 -0.07
O -1.41597 5.09407 1.42695 -0.75 0.09 0.46
H -0.65647 3.62956 0.13999 -0.46 -0.03 -0.38
H -0.23744 5.33347 -0.27533 -0.22 -0.10 -0.17
H 0.47256 4.50514 1.07590 0.11 0.15 0.17
H -2.07470 5.62050 0.96809 0.01 0.00 -0.07
C 2.04040 -4.05911 -2.85907 -0.88 0.66 0.28
O 3.34707 -4.50071 -2.65808 0.84 0.07 -0.64
H 1.36930 -4.91789 -2.84438 -0.24 0.28 0.20
H 1.82700 -3.29857 -2.10798 -0.56 -0.25 0.59
H 1.86945 -3.47181 -3.76127 0.26 -0.41 -0.52
H 3.83418 -4.09626 -3.37970 0.59 -0.24 0.19
O -4.25786 -1.77545 2.54589 -0.73 0.65 0.03
H -3.79404 -2.58317 2.32519 0.46 -0.78 0.01
H -3.97146 -1.14582 1.88425 0.33 0.22 -0.15
O 3.70672 -1.38140 0.56017 -0.26 -0.52 0.73
H 4.57748 -1.77806 0.53416 0.33 -0.47 0.01
H 3.76242 -0.64042 -0.04321 -0.33 0.56 -0.53
C -0.23678 0.91479 2.59187 0.12 0.20 0.50
C 1.22017 1.10793 3.09299 -2.50 0.61 -0.14
O 1.81350 -0.16868 2.94797 1.54 -0.41 -0.26
H -0.55293 -0.11316 2.76926 0.31 -0.28 -0.42
H -0.30673 1.20165 1.54263 -0.13 -0.24 0.03
H -1.03302 1.41649 3.14180 0.48 0.70 0.16
H 1.29763 1.38137 4.14528 -0.27 0.02 0.04
H 1.70278 1.88641 2.50208 0.26 -0.24 -0.10
H 2.69335 -0.01263 3.29885 0.49 -0.59 0.03
C 4.37398 1.44408 -4.11831 0.32 -0.50 -1.86
C 4.70256 -0.09869 -4.08294 -0.91 1.78 -0.76
O 4.35284 -0.49998 -2.81201 0.17 -1.40 1.58
H 3.35062 1.68346 -4.40732 -0.60 -0.74 0.60
H 4.80522 1.89454 -5.01230 0.95 0.33 0.31
H 4.57395 1.97938 -3.19010 0.47 -0.21 -0.19
H 5.70912 -0.42851 -4.34016 0.20 0.58 0.33
H 4.05290 -0.62363 -4.78328 -0.04 0.09 -0.49
H 3.40839 -0.33190 -2.77523 0.06 -0.17 0.41
C -3.57486 1.86445 1.48358 0.53 -0.68 -0.11
C -4.43885 1.23444 0.42054 -0.26 0.71 0.96
O -5.53573 0.52387 0.93708 1.07 0.58 0.87
H -4.15782 2.57702 2.06711 0.10 -0.20 0.18
H -2.70917 2.37150 1.05744 -0.35 0.34 -0.55
H -3.04727 1.11807 2.07744 -0.57 -0.13 0.51
H -3.94334 0.50277 -0.21759 0.77 -0.66 -0.54
H -4.72364 1.99636 -0.30505 -0.66 0.05 -0.49
H -6.24250 0.36780 0.30643 -0.49 -0.19 -0.76

no.,E_tot (eV)
1,-88829.455
2,-294760.300
3,-53642.601
4,-103990.196